{"formula": "C4H13NO2", "method": "wB97M-V/def2-TZVPD", "species": ["H", "C", "N", "C", "H", "H", "H", "H", "H", "H", "C", "H", "H", "O", "C", "H", "H", "H", "O", "H"], "coordinates": [[0.306, -2.393, 1.098], [-0.672, -1.909, 1.016], [-0.566, -0.466, 1.039], [0.059, 1.520, -0.334], [0.552, 2.035, 0.487], [-0.987, 1.838, -0.350], [-0.251, -0.444, -1.033], [-0.476, -0.175, -4.079], [1.213, -0.271, -0.148], [-1.140, -2.204, 0.081], [0.137, -0.006, -0.134], [0.166, 1.009, 2.364], [0.908, 2.792, -1.523], [0.199, -0.385, -3.425], [0.117, -0.070, 2.270], [0.395, 0.466, -3.002], [-1.300, -2.237, 1.838], [1.119, -0.510, 2.301], [0.694, 1.845, -1.568], [-0.474, -0.437, 3.103]], "spin_multiplicity": 1, "e_tot_ev": -9943.293, "orbital_gap_ev": 9.431, "smiles": "CN(C)CCO.O", "homo_ev": -8.734}

{"formula": "C47H42HfN9OSeTe", "method": "wB97M-V/def2-TZVPD", "species": ["N", "C", "H", "H", "Te", "C", "C", "H", "H", "H", "C", "N", "C", "C", "C", "H", "N", "H", "H", "H", "C", "C", "H", "Hf", "H", "H", "C", "C", "H", "H", "C", "H", "N", "H", "C", "C", "C", "H", "C", "H", "C", "H", "H", "C", "H", "N", "C", "C", "C", "C", "C", "C", "H", "H", "C", "C", "C", "C", "C", "H", "H", "H", "C", "H", "C", "H", "H", "C", "H", "N", "C", "C", "H", "H", "H", "H", "C", "C", "N", "H", "C", "H", "C", "H", "H", "H", "C", "N", "C", "H", "C", "C", "N", "H", "C", "O", "C", "Se", "C", "C", "H", "C"], "coordinates": [[-2.254, 2.412, -1.254], [1.022, -2.284, -5.440], [-1.412, -2.094, 2.052], [4.974, 1.895, 1.338], [2.791, -1.809, 0.676], [4.263, 4.752, -0.329], [2.671, 0.885, 0.370], [5.388, -6.096, -0.166], [5.211, -2.389, -1.914], [1.026, 0.142, 6.503], [6.771, -4.632, 0.564], [-6.717, -0.796, 1.473], [-5.575, 1.547, -0.830], [5.813, -2.460, 1.125], [-6.010, -0.132, 0.857], [0.047, 0.543, -2.235], [-5.236, 2.213, -1.898], [6.992, -1.081, 2.245], [1.324, -1.419, -6.032], [2.542, 5.068, -1.570], [7.957, -5.550, 0.506], [-4.464, 1.088, -3.946], [1.612, 2.816, -1.157], [-0.350, 1.185, 1.129], [-2.896, -1.587, 6.597], [5.877, 4.163, 0.955], [-1.190, -1.527, 2.939], [-1.042, 1.861, -1.053], [-5.491, 1.012, -4.280], [0.071, -3.419, -0.049], [-3.721, 0.500, 0.406], [4.660, 5.744, -0.499], [-2.604, 0.432, 0.686], [3.475, -1.684, -4.487], [3.236, 2.220, 0.118], [3.068, 4.375, -0.929], [4.445, 2.592, 0.701], [7.879, -6.319, 1.276], [-2.855, 1.841, -2.363], [-0.055, -2.414, -5.532], [1.442, -2.134, -4.006], [0.995, 0.338, 8.974], [-3.699, -0.076, -5.573], [-2.153, 0.377, -4.170], [4.860, -0.759, -1.346], [-0.931, -0.820, 4.992], [-5.097, 0.652, 0.073], [0.151, -0.085, 8.448], [-0.576, 0.161, 4.153], [4.949, 3.863, 0.487], [-0.093, -2.463, -0.555], [-4.179, 1.771, -2.781], [-1.651, -2.823, 4.685], [-3.629, 3.081, 0.223], [3.064, -4.807, -0.193], [-2.044, -1.097, 8.504], [-2.040, -1.186, 7.123], [-0.958, -0.444, 10.601], [-0.951, -0.543, 9.166], [2.825, -4.567, -1.230], [8.887, -5.008, 0.664], [-2.896, -1.443, 9.072], [5.512, -5.075, 0.175], [7.858, -2.988, 1.389], [2.550, 3.112, -0.704], [-0.495, -2.563, -3.191], [1.498, -3.159, -5.884], [0.928, -2.221, -1.635], [-2.034, 3.843, 0.228], [-0.961, -0.363, 11.746], [4.678, -1.466, -2.153], [-1.891, 1.056, -2.989], [5.266, -0.781, 2.386], [3.066, -5.891, -0.091], [-5.849, 2.962, -2.202], [-0.059, -1.677, 0.206], [6.054, -1.088, 1.695], [-1.327, -1.902, 4.234], [-0.714, -0.228, 2.891], [-3.209, 4.255, -1.045], [0.164, -0.187, 7.069], [8.012, -6.057, -0.457], [3.213, -1.740, -2.373], [2.236, -4.452, 0.434], [-1.098, -2.490, -0.972], [6.116, -0.332, 0.912], [2.760, -1.835, -3.686], [-0.796, 1.092, -2.134], [0.536, -2.315, -2.964], [-0.263, 1.144, 4.466], [6.890, -3.335, 1.047], [-3.446, 0.442, -4.659], [1.456, 0.519, 0.396], [-1.390, -0.197, -4.677], [-0.933, -0.732, 6.423], [3.649, -0.054, 0.555], [4.401, -4.247, 0.227], [-0.008, 3.214, 2.285], [-2.827, 3.459, -0.409], [4.575, -2.928, 0.670], [5.116, -1.056, -3.060], [2.270, -1.935, -1.354]], "spin_multiplicity": 2, "e_tot_ev": -138811.720, "orbital_gap_ev": [7.262, 6.010], "homo_ev": [-12.553, -12.554], "total_charge": 2}

{"formula": "C6H6", "method": "wB97M-V/def2-TZVPD", "species": ["C", "H", "C", "H", "C", "H", "C", "C", "H", "C", "H", "H"], "coordinates": [[-0.948, 0.677, 0.002], [0.772, 1.534, -1.486], [0.499, -0.702, -0.802], [-0.487, -0.125, 2.160], [-0.848, -0.825, -0.035], [0.997, -1.361, -1.502], [1.092, 0.085, 0.343], [0.384, 0.808, -0.778], [-1.635, -1.568, -0.022], [-0.232, -0.070, 1.108], [2.114, 0.193, 0.677], [-1.708, 1.354, 0.336]], "spin_multiplicity": 1, "e_tot_ev": -6314.229, "orbital_gap_ev": 9.920, "smiles": "C12C3C1C1C2C31", "homo_ev": -8.569}